This record from the Open Molecules 2025 dataset describes a 9-piece molecular cluster, C39H70N6O19 overall at a distorted geometry. The level of theory is wB97M-V/def2-TZVPD.

Positions of all 134 atoms, in Å:
1 C -4.20837 4.43043 3.10236
2 N -3.54671 4.49104 1.82708
3 O -2.52496 5.15764 1.74310
4 O -3.98827 3.86032 0.82052
5 H -3.40896 4.17219 3.79687
6 H -5.05884 3.74931 3.13191
7 H -4.54154 5.45849 3.24450
8 C 4.10505 1.92970 -0.49146
9 C 4.29710 0.48650 -0.85465
10 C 3.55938 -0.55188 -0.05798
11 O 3.96047 -1.83555 -0.63500
12 C 3.61891 -2.93207 0.20654
13 N 3.76609 0.43672 -2.18757
14 H 3.10464 2.36210 -0.47344
15 H 4.67590 2.58726 -1.14708
16 H 4.45232 2.17783 0.51150
17 H 5.32066 0.11268 -0.88093
18 H 2.48924 -0.35260 -0.11465
19 H 3.95552 -0.54118 0.95743
20 H 4.35275 -3.19181 0.96949
21 H 3.60201 -3.89067 -0.31203
22 H 2.65157 -2.83627 0.69968
23 H 2.79875 0.19461 -2.02714
24 H 4.06591 -0.47923 -2.48964
25 C 0.23733 6.59059 2.97353
26 C 1.10635 7.85020 3.24683
27 C 2.47792 7.55158 3.91813
28 O 2.99380 8.82134 4.15456
29 C 4.32928 8.95651 4.40926
30 N 1.31586 8.31702 1.86590
31 H 0.08807 5.96429 3.85305
32 H 0.62272 5.88750 2.23512
33 H -0.77561 6.75323 2.60531
34 H 0.48907 8.50643 3.86037
35 H 3.15117 6.94921 3.30822
36 H 2.33736 7.08888 4.89499
37 H 4.38924 9.98371 4.76893
38 H 4.89831 8.71169 3.51239
39 H 4.84697 8.35337 5.15513
40 H 0.47121 8.74388 1.51311
41 H 1.94593 9.10188 1.95024
42 C -1.08575 -3.55442 0.83617
43 C -0.96922 -4.66607 -0.19065
44 C 0.45329 -5.30996 -0.10499
45 O 0.39764 -6.61624 -0.71455
46 C 1.61622 -6.98918 -1.26995
47 N -2.00483 -5.60372 0.19279
48 H -2.03135 -3.03474 0.68165
49 H -0.26681 -2.86127 0.64385
50 H -1.12590 -3.85272 1.88378
51 H -1.19011 -4.24530 -1.17159
52 H 0.82086 -5.31947 0.92111
53 H 1.08260 -4.66289 -0.71603
54 H 2.40078 -6.48399 -0.70662
55 H 1.80528 -6.74144 -2.31445
56 H 1.73328 -8.06462 -1.13639
57 H -1.60417 -6.31601 -0.40070
58 H -1.91980 -5.85831 1.16646
59 C 0.13677 3.03797 -0.11073
60 C 0.01843 1.51455 -0.13803
61 C -1.49917 1.09345 -0.08640
62 O -1.97673 1.08047 1.23283
63 C -3.29750 0.59357 1.40987
64 N 0.63366 0.96810 -1.35712
65 H 1.18628 3.33172 -0.12873
66 H -0.34667 3.49967 0.75020
67 H -0.32243 3.51689 -0.97551
68 H 0.59218 1.07634 0.67859
69 H -1.60923 0.08954 -0.49649
70 H -2.08899 1.75399 -0.72193
71 H -3.62674 0.83349 2.42088
72 H -3.36539 -0.48799 1.29269
73 H -3.90163 1.10461 0.66023
74 H 0.37373 -0.00646 -1.40970
75 H 0.12635 1.40128 -2.11548
76 C -1.78210 -0.24914 -6.00511
77 C -0.91953 1.01124 -6.10070
78 C -0.13867 1.20252 -4.75706
79 O -1.12082 1.51270 -3.80687
80 C -1.38914 2.86388 -3.75226
81 N -0.03400 0.90358 -7.22806
82 H -2.42986 -0.38276 -6.87151
83 H -2.49097 -0.15530 -5.18242
84 H -1.21180 -1.14149 -5.74712
85 H -1.57006 1.88294 -6.17180
86 H 0.62003 1.98358 -4.80639
87 H 0.40851 0.28771 -4.52945
88 H -0.58712 3.60195 -3.74270
89 H -2.13147 3.10644 -2.99187
90 H -1.95056 3.04362 -4.66911
91 H -0.59764 0.89958 -8.06615
92 H 0.40917 -0.00376 -7.20708
93 C -6.24637 -5.34533 2.37845
94 C -6.38702 -3.98278 2.37142
95 C -5.36444 -3.03149 2.74098
96 O -5.46949 -1.78526 2.74731
97 C -4.13664 -3.75975 3.13460
98 C -4.02197 -5.11922 3.13838
99 C -5.02831 -6.06136 2.72633
100 O -4.85331 -7.28390 2.63852
101 O -2.75632 -5.64699 3.14497
102 O -7.55673 -3.32950 2.00583
103 H -7.05797 -6.02898 2.17762
104 H -3.26712 -3.12167 3.19108
105 H -2.90522 -6.59483 3.11288
106 H -7.39421 -2.38528 2.06607
107 C 0.34097 -4.11701 -5.23530
108 C 1.72602 -4.17653 -5.24186
109 C 2.60235 -3.46264 -4.20164
110 O 3.86577 -3.24419 -4.25853
111 C 1.73783 -2.74936 -3.20704
112 C 0.39786 -2.74320 -3.21667
113 C -0.47835 -3.37845 -4.20840
114 O -1.66964 -3.43419 -4.23056
115 O -0.34281 -2.22475 -2.15996
116 O 2.37262 -4.95569 -6.15973
117 H -0.24708 -4.65184 -5.96644
118 H 2.31545 -2.26717 -2.43228
119 H -1.26405 -2.24352 -2.42935
120 H 3.31184 -5.09208 -6.01530
121 C 2.01533 1.30439 3.44515
122 C 0.71638 0.90034 3.29229
123 C 0.21060 -0.57188 3.21203
124 O -0.99440 -0.91769 3.04771
125 C 1.28785 -1.46612 3.31075
126 C 2.58891 -1.09626 3.47932
127 C 3.06655 0.33658 3.62884
128 O 4.26142 0.64770 3.69048
129 O 3.60766 -2.03081 3.36719
130 O -0.27806 1.84003 3.27604
131 H 2.17742 2.36570 3.32800
132 H 1.14023 -2.52585 3.16379
133 H 4.34913 -1.74533 3.90601
134 H -1.02519 1.46115 2.80717

Total charge: -1
E in hartree: -3285.83853
Multiplicity: 2
Expectation value of S²: 0.77
LUMO energy (spin up / spin down) in Ha: -0.017 / -0.017
HOMO energy (spin up / spin down) in eV: -2.878 / -4.832
Orbital gap (spin up / spin down) in Ha: 0.0885 / 0.1603